[1]
76
Properties=species:S:1:pos:R:3:mulliken_charge:R:1 method="wB97M-V/def2-TZVPD" smiles="NC(=O)CCC1=CC(=O)c2cccc([PH2]=S)c2C1=O.O=S1(=O)CCCC1.O=S1(=O)CCCC1.O=S1(=O)CCCC1" fmax_ev_per_a=2.37 lumo_energy_ev=-0.502 gap_ev=7.62
N 0.82356 -2.62584 2.49990 -0.6138
C 0.80495 -2.04438 1.14016 0.1653
O 0.39973 -2.76904 0.25716 -0.5282
C 1.32594 -0.60089 0.90979 -0.1136
C 0.16045 0.50202 0.92902 -0.7184
C -1.01008 -0.06871 0.06141 0.5801
C -0.85512 -0.36543 -1.25774 0.1243
C -2.05909 -0.97721 -2.03646 -0.4178
O -2.24478 -0.75610 -3.20595 -0.5738
C -2.96155 -1.92213 -1.17530 0.5023
C -3.60519 -3.10985 -1.69090 -0.7537
C -4.39217 -3.92552 -0.75286 -0.5086
C -4.56105 -3.60693 0.64524 -0.6058
C -3.90501 -2.40361 1.16922 0.4359
P -4.03608 -1.95653 2.97535 0.4896
S -4.60617 -3.48459 4.06197 -0.4561
C -3.13367 -1.59527 0.25162 0.3334
C -2.39702 -0.30732 0.74182 -0.1362
O -2.87057 0.45464 1.54724 -0.5503
H -0.05959 -3.13440 2.61590 0.3118
H 1.53416 -3.36742 2.48366 0.3183
H 1.74393 -0.56657 -0.12357 0.1729
H 2.08615 -0.29467 1.67585 0.4580
H -0.24558 0.65316 1.96593 0.5628
H 0.54013 1.50947 0.53962 -0.1122
H 0.13336 -0.16659 -1.71716 0.5032
H -3.50203 -3.39431 -2.76468 0.3885
H -4.86823 -4.84222 -1.16226 0.3337
H -5.12370 -4.22187 1.38012 0.2969
H -2.77228 -1.50861 3.48267 0.1265
H -4.99366 -0.89918 3.11788 0.1155
C 3.74498 3.38225 -2.64481 -0.1369
C 2.51403 3.83317 -3.43392 -0.3463
C 1.32641 2.99139 -2.95208 -0.9170
S 1.69105 2.53731 -1.25928 1.4569
O 1.87054 1.10890 -1.20199 -0.6690
O 0.79561 3.24164 -0.37182 -0.8298
C 3.29981 3.30617 -1.18782 -1.1295
H 4.58085 4.06914 -2.77223 0.4432
H 4.06318 2.39436 -2.99056 -0.0784
H 2.32069 4.89111 -3.23346 0.2515
H 2.66157 3.72592 -4.50874 0.2777
H 0.39419 3.55356 -2.98085 0.3999
H 1.22451 2.07401 -3.53269 0.4005
H 3.96715 2.71330 -0.56389 0.4501
H 3.17328 4.30257 -0.76203 0.3965
C 4.55039 1.41672 -8.29772 -0.5952
C 4.51869 0.61010 -6.99591 -0.7053
C 5.28833 1.41095 -5.94106 -0.3119
S 5.13133 3.13490 -6.40800 1.0279
O 6.43410 3.63586 -6.76443 -0.6812
O 4.28217 3.81437 -5.45188 -0.6122
C 4.20299 2.84841 -7.90684 -0.6810
H 3.85078 1.02256 -9.03524 0.3507
H 5.55406 1.38022 -8.73026 0.3023
H 3.48172 0.47869 -6.67445 0.2935
H 4.94878 -0.38351 -7.12593 0.3462
H 4.87324 1.26850 -4.94442 0.0845
H 6.34841 1.15824 -5.94101 0.3996
H 4.48373 3.58104 -8.66144 0.3886
H 3.14302 2.94426 -7.66564 0.3480
C -3.50776 -0.86002 9.18896 -0.5488
C -4.67597 -1.80105 8.87970 -0.7085
C -4.63220 -2.11090 7.37983 -0.5193
S -2.91413 -1.96595 6.88837 1.1348
O -2.78747 -0.85181 5.97562 -0.6517
O -2.39227 -3.27212 6.57910 -0.6587
C -2.29557 -1.46066 8.48721 -0.7844
H -3.34042 -0.76071 10.26223 0.3490
H -3.71854 0.13469 8.78606 0.2804
H -4.55840 -2.72652 9.45043 0.3031
H -5.63369 -1.36196 9.16254 0.3302
H -4.98274 -3.11808 7.16523 0.3608
H -5.20885 -1.38721 6.80474 0.3385
H -1.47744 -0.75355 8.36107 0.3851
H -1.94390 -2.35431 9.00467 0.3347

***

[2]
70
Properties=species:S:1:pos:R:3:mulliken_charge:R:1 method="wB97M-V/def2-TZVPD" fmax_ev_per_a=0.23 total_charge=-2 lumo_energy_ev=4.704 gap_ev=6.58
Au -0.37198 -1.22635 2.06221 -0.0716
C 0.61966 3.33652 3.69224 -1.5900
C -0.13865 2.89005 2.47046 1.8001
C -1.51890 2.76489 2.51929 -1.0425
C -2.22645 2.32214 1.41029 -1.0178
C -1.55540 2.01491 0.24480 0.2892
C -0.16995 2.15221 0.16703 -0.5595
N 0.52422 1.82065 -1.01297 0.3084
C 0.19802 2.24675 -2.27524 0.2495
C -0.74984 3.25950 -2.51146 -0.6517
C -1.04470 3.67768 -3.79834 -0.6207
C -0.40031 3.11598 -4.89213 -0.6557
C 0.56074 2.13847 -4.65794 -0.6694
C 0.87991 1.68959 -3.38590 0.5138
C 1.96651 0.60271 -3.25979 0.3948
O 2.60530 0.32807 -4.29034 -0.8583
O 2.08311 0.07282 -2.11895 -0.6676
C 0.54874 2.58345 1.28899 0.7880
C 2.04816 2.68051 1.24782 -1.8585
H -0.06165 3.49147 4.52997 0.3617
H 1.15968 4.27153 3.51509 0.3609
H 1.35647 2.58808 3.99165 0.2669
H -2.03911 2.98130 3.44658 0.2294
H -3.29765 2.17184 1.46946 0.3521
H -2.08607 1.60651 -0.60316 0.3581
H 1.17422 1.01491 -1.05552 0.4127
H -1.25538 3.71675 -1.67164 0.4026
H -1.79024 4.45414 -3.94031 0.3461
H -0.63231 3.43722 -5.90111 0.3662
H 1.11619 1.68272 -5.46856 0.4430
H 2.41334 2.61000 0.22556 0.4330
H 2.49331 1.86193 1.82038 0.0857
H 2.40004 3.61676 1.68839 0.4239
C -3.31463 -3.89919 -1.04843 -2.1074
C -2.09264 -3.07523 -1.45543 1.9257
C -1.35088 -3.76354 -2.58888 -1.8859
O -1.23464 -2.99840 -0.31704 -0.5001
B -1.42544 -1.77004 0.35205 0.2657
O -2.34485 -1.01655 -0.40672 -0.5785
C -2.43244 -1.58418 -1.72197 2.0887
C -3.82685 -1.33521 -2.27643 -2.2222
C -1.39725 -0.88723 -2.60041 -2.1306
H -2.96824 -4.86253 -0.67043 0.5234
H -3.99005 -4.07369 -1.89078 0.2954
H -3.86169 -3.39619 -0.24991 0.3765
H -1.15521 -4.80325 -2.31772 0.4899
H -0.39795 -3.27363 -2.77851 0.3349
H -1.94473 -3.75139 -3.50812 0.3001
H -4.59866 -1.68842 -1.59328 0.3924
H -3.95242 -1.83175 -3.24316 0.3258
H -3.96451 -0.26291 -2.42679 0.4724
H -0.38600 -1.00948 -2.20855 0.4373
H -1.61639 0.18177 -2.61943 0.3768
H -1.42520 -1.24854 -3.63108 0.4072
C 3.97187 -1.32953 4.74906 -1.3272
Ge 2.56688 -1.62069 3.35989 0.2507
C 2.27687 -3.57220 3.35170 -1.1285
C 3.40557 -1.13510 1.65281 -1.0648
C 0.91784 -0.67932 3.69221 -0.4077
H 4.87137 -1.92238 4.55971 0.3656
H 3.57914 -1.60015 5.73276 0.3602
H 4.25610 -0.27451 4.77835 0.3569
H 3.21179 -4.11990 3.20689 0.3601
H 1.58179 -3.83068 2.55184 0.2868
H 1.83180 -3.88806 4.29905 0.3540
H 4.27471 -1.77015 1.46041 0.4436
H 3.74845 -0.09836 1.66700 0.3159
H 2.71749 -1.23626 0.81217 0.2219
H 1.11874 0.39853 3.69346 -0.3196
H 0.54117 -0.94737 4.68683 0.4220

***

[3]
77
Properties=species:S:1:pos:R:3:mulliken_charge:R:1 method="wB97M-V/def2-TZVPD" s_squared=0.75 fmax_ev_per_a=5.11 total_charge=-1 lumo_energy_ev="2.492 / 2.472" gap_ev="4.34 / 9.00" multiplicity=2
O 5.37379 5.28078 -2.58970 -0.6453
C 4.16061 5.52983 -2.60266 0.6007
O 3.55884 6.35132 -1.80008 -0.3376
C 2.16782 6.21632 -1.81739 -0.2990
C 1.94338 5.01694 -2.65544 0.1414
C 3.13800 4.94251 -3.58795 -0.6376
H 1.78023 7.09746 -2.32872 0.3402
H 1.79379 5.99238 -0.81837 0.0635
H 0.95403 5.14337 -3.09511 0.4127
H 1.94115 4.14370 -2.00310 -0.2721
H 3.01342 5.63068 -4.42401 0.2870
H 3.30585 3.95886 -4.02654 0.3040
O -1.13331 -3.33154 -2.76533 -0.5776
C -1.25036 -4.21544 -1.94023 0.4659
O -0.62029 -5.35326 -2.07651 -0.4178
C -0.90503 -6.36189 -1.03050 -0.2674
C -1.95318 -5.72437 -0.22096 -0.6094
C -2.17578 -4.24477 -0.72207 0.4158
H -0.00692 -6.51919 -0.43321 0.1846
H -1.14158 -7.29387 -1.54387 0.2538
H -1.74524 -5.90768 0.83321 0.3523
H -2.84968 -6.33938 -0.29943 0.3592
H -1.80421 -3.46238 -0.06033 -0.5900
H -3.22740 -4.15119 -0.99307 0.4038
O 0.74018 -5.61281 1.69336 -0.6807
C 0.75986 -4.43322 2.02139 0.4112
O 0.06241 -3.97816 3.06794 -0.4074
C 0.40155 -2.61954 3.42099 0.2125
C 1.66032 -2.39386 2.60983 -0.2193
C 1.72565 -3.43763 1.53662 0.0184
H 0.55555 -2.33385 4.46155 0.3672
H -0.39431 -1.90935 3.19662 -0.3347
H 2.41146 -2.59967 3.37240 0.4111
H 1.92881 -1.40024 2.25104 -0.1869
H 2.71226 -3.89834 1.58606 0.2961
H 1.44212 -3.13068 0.52990 0.0833
O -3.64711 -0.30308 5.63847 -0.6233
C -3.63502 -0.79647 4.54408 0.4776
O -3.45661 -0.08280 3.42956 -0.3641
C -3.23162 -0.93216 2.26284 -0.0185
C -3.36572 -2.43497 2.79779 -0.0964
C -3.79770 -2.25872 4.25802 -0.4086
H -2.23250 -0.67124 1.91387 -0.1402
H -3.98278 -0.65499 1.52322 0.2841
H -2.45651 -3.03468 2.75555 -0.1591
H -4.09441 -3.05763 2.27876 0.5077
H -3.07328 -2.70705 4.93796 0.2016
H -4.81219 -2.52673 4.55311 0.2797
O 0.88737 2.38554 -4.97531 -0.6690
C -0.09199 1.75732 -4.50555 0.5341
O -0.19989 0.41360 -4.43101 -0.3429
C -1.37384 -0.00353 -3.76541 0.2453
C -2.17811 1.23603 -3.40609 -0.4932
C -1.47386 2.34207 -4.08121 -0.2147
H -1.20536 -0.56422 -2.84598 -0.2886
H -1.97725 -0.69493 -4.35360 0.3133
H -1.99845 1.33612 -2.33566 0.0569
H -3.24946 1.05787 -3.49860 0.4198
H -1.26208 3.13275 -3.36143 0.0672
H -1.94972 2.71634 -4.98762 0.3628
O 0.53493 1.50435 3.00525 -0.5783
C 1.20120 2.43324 2.56609 0.4020
O 0.66387 3.56608 2.22790 -0.3402
C 1.48581 4.39460 1.45320 0.0774
C 2.92027 3.94295 1.92933 -0.5845
C 2.68753 2.42893 2.10747 -0.0525
H 1.31045 5.42647 1.75749 0.2949
H 1.23325 4.20593 0.40978 -0.2242
H 3.17302 4.35310 2.90707 0.3121
H 3.64292 4.16127 1.14306 0.3352
H 3.29473 1.91694 2.85398 0.3800
H 2.72341 1.90277 1.15355 -0.1314
C 0.93045 -0.17817 -1.09280 -0.3632
Br 0.57126 1.77235 -1.14770 -0.3910
Br -0.44974 -1.04676 0.00422 -0.1063
Br 2.69232 -0.50783 -0.26478 -0.3132
H 0.91861 -0.58261 -2.10492 0.4500